The following is a DFT calculation (ωB97M-V with the def2-TZVPD basis set) of a structure of composition C35H37N3O2RhSb2 in a non-equilibrium geometry.

Cartesian coordinates (Å):
Rh -0.111 1.321 -0.383
O -1.323 1.591 4.635
C -1.433 0.252 4.671
C -1.234 -0.362 5.908
C -1.330 -1.731 6.034
C -1.625 -2.530 4.930
C -1.806 -1.933 3.703
C -1.715 -0.545 3.544
C -1.845 0.006 2.182
O -1.834 -0.764 1.189
N -1.988 1.346 2.076
N -1.767 1.828 0.847
C -2.431 2.845 0.433
C -2.150 3.374 -0.899
C -2.822 4.483 -1.392
C -2.539 4.940 -2.666
C -1.577 4.281 -3.415
C -0.945 3.187 -2.856
N -1.219 2.727 -1.631
H -1.557 1.890 3.728
H -1.011 0.270 6.757
H -1.181 -2.186 7.005
H -1.708 -3.603 5.035
H -2.023 -2.528 2.826
H -3.218 3.282 1.041
H -3.557 4.974 -0.770
H -3.057 5.800 -3.069
H -1.315 4.601 -4.413
H -0.177 2.658 -3.403
C 3.559 2.080 -1.466
Sb 1.993 0.662 -1.626
C 2.982 -1.143 -1.152
C 1.689 0.404 -3.747
C 1.295 -1.026 -4.022
C 2.277 -1.931 -4.423
C 1.982 -3.260 -4.673
C 0.675 -3.705 -4.536
C -0.312 -2.815 -4.145
C -0.029 -1.478 -3.865
C -1.154 -0.591 -3.409
Sb -1.456 -0.546 -1.258
C -3.511 -0.068 -1.248
C -1.179 -2.612 -0.909
H 4.423 1.717 -2.020
H 3.816 2.197 -0.414
H 3.240 3.039 -1.870
H 3.874 -1.236 -1.769
H 2.322 -1.986 -1.349
H 3.251 -1.129 -0.098
H 2.595 0.679 -4.286
H 0.901 1.091 -4.049
H 3.293 -1.575 -4.554
H 2.762 -3.939 -4.988
H 0.422 -4.735 -4.747
H -1.335 -3.164 -4.063
H -2.098 -1.004 -3.774
H -1.096 0.427 -3.794
H -4.056 -0.846 -1.783
H -3.660 0.883 -1.757
H -3.853 -0.013 -0.219
H -1.819 -3.155 -1.605
H -1.455 -2.821 0.119
H -0.147 -2.894 -1.109
C 2.054 -2.522 3.638
C 1.407 -2.737 2.401
C 1.075 -1.681 1.608
C 1.373 -0.353 1.991
C 1.021 0.775 1.210
C 1.371 2.030 1.623
C 2.060 2.247 2.837
C 2.376 1.180 3.624
C 2.046 -0.138 3.225
C 2.366 -1.256 4.036
H 2.301 -3.366 4.267
H 1.162 -3.747 2.094
H 0.557 -1.829 0.679
H 1.090 2.914 1.033
H 2.308 3.255 3.143
H 2.879 1.329 4.571
H 2.863 -1.085 4.983

Maximum force ... 1.05 eV/A
Charge ... +1
Total energy ... -2261.49427 a.u.

List of Löwdin charges in e, atom by atom:
1 Rh 0.471
2 O 0.062
3 C -0.264
4 C -0.009
5 C -0.068
6 C -0.085
7 C -0.029
8 C -0.081
9 C -0.426
10 O -0.170
11 N 0.058
12 N -0.109
13 C -0.058
14 C -0.257
15 C 0.002
16 C -0.026
17 C -0.030
18 C -0.115
19 N -0.016
20 H 0.071
21 H 0.121
22 H 0.108
23 H 0.103
24 H 0.113
25 H 0.142
26 H 0.126
27 H 0.123
28 H 0.118
29 H 0.086
30 C -0.268
31 Sb 1.429
32 C -0.245
33 C -0.278
34 C -0.297
35 C -0.060
36 C -0.067
37 C -0.065
38 C -0.063
39 C -0.285
40 C -0.281
41 Sb 1.465
42 C -0.235
43 C -0.224
44 H 0.019
45 H 0.013
46 H 0.013
47 H 0.027
48 H 0.013
49 H 0.017
50 H 0.073
51 H 0.026
52 H 0.117
53 H 0.110
54 H 0.110
55 H 0.113
56 H 0.070
57 H 0.045
58 H 0.027
59 H 0.014
60 H 0.017
61 H 0.028
62 H 0.013
63 H 0.017
64 C -0.062
65 C -0.058
66 C -0.072
67 C -0.192
68 C -0.290
69 C -0.159
70 C -0.068
71 C -0.022
72 C -0.154
73 C -0.020
74 H 0.110
75 H 0.112
76 H 0.054
77 H 0.104
78 H 0.110
79 H 0.120
80 H 0.118

***

The following is a DFT calculation (ωB97M-V with the def2-TZVPD basis set) of an isolated molecule of C17H16N2O3S in a non-equilibrium geometry.

Cartesian coordinates (Å):
C 0.877 -3.629 -0.400
O 0.773 -3.678 -1.807
C 1.483 -2.662 -2.461
C 0.915 -1.283 -2.239
C 1.731 -0.179 -2.067
C 1.163 1.075 -1.854
C 2.001 2.298 -1.677
N -0.150 1.231 -1.756
C -0.941 0.192 -1.901
S -2.679 0.527 -1.667
C -2.990 -0.568 -0.223
C -1.896 -0.229 0.754
O -0.815 -0.764 0.768
O -2.261 0.773 1.550
C -1.285 1.406 2.323
C -0.191 2.000 1.713
C 0.737 2.663 2.496
C 0.570 2.734 3.869
C -0.530 2.143 4.465
C -1.464 1.472 3.695
C -0.474 -1.096 -2.190
C -1.381 -2.152 -2.424
N -2.183 -2.945 -2.633
H 0.313 -4.481 -0.029
H 1.924 -3.717 -0.084
H 0.457 -2.707 0.014
H 2.543 -2.669 -2.159
H 1.423 -2.908 -3.528
H 2.805 -0.287 -2.092
H 2.655 2.434 -2.536
H 2.626 2.196 -0.790
H 1.361 3.168 -1.568
H -3.970 -0.281 0.150
H -2.962 -1.611 -0.533
H -0.083 1.947 0.640
H 1.590 3.131 2.029
H 1.298 3.253 4.474
H -0.663 2.199 5.535
H -2.327 1.003 4.142

Maximum force ... 1.21 eV/A
Charge ... 0
Relative energy (zero: lowest compared OMol25 entry of this formula, charge and spin) ... 1.298 eV

List of Löwdin charges in e, atom by atom:
1 C -0.079
2 O -0.190
3 C -0.171
4 C -0.124
5 C 0.044
6 C -0.311
7 C -0.028
8 N 0.102
9 C -0.534
10 S 0.996
11 C -0.312
12 C -0.553
13 O 0.119
14 O 0.071
15 C -0.223
16 C 0.004
17 C -0.070
18 C -0.091
19 C -0.080
20 C -0.001
21 C -0.172
22 C -0.209
23 N 0.210
24 H 0.096
25 H 0.093
26 H 0.072
27 H 0.131
28 H 0.146
29 H 0.126
30 H 0.083
31 H 0.083
32 H 0.082
33 H 0.090
34 H 0.071
35 H 0.100
36 H 0.102
37 H 0.101
38 H 0.104
39 H 0.120

***

The following is a DFT calculation (ωB97M-V with the def2-TZVPD basis set) of a cluster of 9 separate species, H17O9 in total in a non-equilibrium geometry.

Cartesian coordinates (Å):
O 0.994 -2.435 0.730
H -0.129 -0.340 -1.784
H 0.730 2.335 2.288
O 3.097 1.580 -0.338
H -1.544 2.388 -2.079
O -1.166 -0.513 2.894
H -0.998 -0.865 3.773
H -0.325 -0.504 2.442
O -2.121 1.612 -2.053
H 0.801 2.639 -0.344
H -2.091 -0.042 -0.333
O 0.140 1.600 2.531
H 0.211 -2.909 0.438
H -2.798 1.875 -1.414
O 0.227 1.946 -0.004
H -3.215 -0.951 -1.141
H 2.251 1.335 0.078
O 0.155 -0.804 -0.980
H 0.248 0.006 -0.424
H 3.640 0.822 -0.592
O 1.057 -2.891 -2.153
H 0.706 -2.118 -1.612
H 1.936 -2.901 -1.742
O -2.406 -0.895 -0.629
H -0.100 1.583 1.517
H 0.701 -1.553 0.931

Maximum force ... 1.99 eV/A
Charge ... -1
Relative energy (zero: lowest compared OMol25 entry of this formula, charge and spin) ... 2.704 eV

List of Löwdin charges in e, atom by atom:
1 O -0.058
2 H 0.075
3 H 0.012
4 O -0.095
5 H 0.032
6 O -0.070
7 H 0.032
8 H -0.008
9 O -0.079
10 H -0.073
11 H 0.010
12 O -0.194
13 H 0.048
14 H 0.037
15 O -0.417
16 H 0.031
17 H -0.005
18 O -0.117
19 H 0.031
20 H 0.024
21 O -0.132
22 H -0.030
23 H 0.017
24 O -0.065
25 H -0.009
26 H 0.000

***

The following is a DFT calculation (ωB97M-V with the def2-TZVPD basis set) of a structure of composition C21H19AlBrClF3N7O3S3Se.

Cartesian coordinates (Å):
Al 0.007 0.050 0.071
O -0.279 -2.297 3.089
S 0.813 -2.327 2.124
O 0.286 -1.473 0.911
O 1.119 -3.613 1.544
S 2.422 -1.432 2.863
Se 0.134 0.739 3.470
N -0.635 1.041 1.866
C -1.641 1.909 2.056
C -2.589 2.344 1.078
C -3.561 3.215 1.447
C -3.674 3.715 2.784
C -2.810 3.312 3.744
C -1.780 2.382 3.399
N -0.917 1.883 4.272
H -2.534 1.989 0.062
H -4.279 3.545 0.707
H -4.467 4.411 3.018
H -2.879 3.654 4.766
Br -6.372 -2.195 -0.117
C -4.612 -1.532 -0.103
C -3.812 -1.701 1.012
C -2.524 -1.200 0.980
N -2.031 -0.544 -0.080
C -2.817 -0.398 -1.151
C -4.111 -0.875 -1.215
H -4.162 -2.225 1.888
H -1.856 -1.361 1.817
H -2.399 0.139 -1.990
H -4.702 -0.731 -2.106
Cl 2.112 -4.483 -2.586
C 1.271 -2.986 -2.782
C 0.927 -2.536 -4.041
C 0.266 -1.323 -4.133
C 0.001 -0.617 -2.976
N 0.337 -1.057 -1.758
C 0.959 -2.240 -1.658
H 1.168 -3.120 -4.918
H -0.032 -0.916 -5.088
H -0.493 0.341 -3.030
H 1.202 -2.598 -0.671
F 0.868 1.951 -1.977
C -0.145 1.820 -1.068
F -1.283 2.049 -1.820
F -0.037 2.973 -0.308
C 5.385 -1.090 -1.962
C 5.020 -1.286 -0.493
C 4.005 -0.292 -0.027
N 2.756 -0.427 -0.251
N 1.993 0.580 0.296
C 2.713 1.503 0.882
N 2.213 2.592 1.507
S 4.397 1.150 0.862
H 6.061 -1.876 -2.294
H 5.871 -0.129 -2.131
H 4.487 -1.129 -2.579
H 5.906 -1.228 0.142
H 4.579 -2.270 -0.332
H 1.303 2.901 1.197
H 2.852 3.313 1.792

Maximum force ... 0.40 eV/A
Charge ... 0
Relative energy (zero: lowest compared OMol25 entry of this formula, charge and spin) ... 0.000 eV

List of Löwdin charges in e, atom by atom:
1 Al 0.011
2 O -0.449
3 S 0.083
4 O -0.395
5 O -0.383
6 S 0.235
7 Se 1.247
8 N -0.197
9 C -0.316
10 C -0.023
11 C -0.054
12 C -0.074
13 C -0.018
14 C -0.374
15 N -0.209
16 H 0.082
17 H 0.109
18 H 0.104
19 H 0.115
20 Br 0.791
21 C -0.675
22 C -0.058
23 C -0.054
24 N 0.062
25 C -0.092
26 C -0.080
27 H 0.118
28 H 0.094
29 H 0.101
30 H 0.110
31 Cl 0.711
32 C -0.623
33 C -0.070
34 C -0.029
35 C -0.103
36 N 0.080
37 C -0.100
38 H 0.114
39 H 0.114
40 H 0.094
41 H 0.090
42 F 0.047
43 C -0.500
44 F 0.008
45 F 0.022
46 C -0.089
47 C -0.223
48 C -0.610
49 N 0.060
50 N -0.018
51 C -0.677
52 N 0.122
53 S 1.132
54 H 0.075
55 H 0.075
56 H 0.071
57 H 0.109
58 H 0.122
59 H 0.080
60 H 0.106

***

The following is a DFT calculation (ωB97M-V with the def2-TZVPD basis set) of a structure of composition C22H24BrMnN3O5S in a non-equilibrium geometry.

Cartesian coordinates (Å):
Mn 0.876 -0.387 -0.162
Br -1.454 -1.386 2.795
C -0.108 -2.672 2.374
C 0.080 -3.770 3.177
C 1.059 -4.698 2.771
C 1.768 -4.461 1.614
C 1.510 -3.303 0.883
N 0.561 -2.402 1.274
C 2.230 -2.949 -0.367
O 3.003 -3.718 -0.926
O 1.922 -1.767 -0.809
H -0.498 -3.923 4.071
H 1.237 -5.576 3.371
H 2.530 -5.139 1.259
C -1.876 5.800 -0.409
O -1.143 5.733 0.791
C -0.484 4.579 1.093
C 0.303 4.599 2.255
C 1.032 3.500 2.635
C 1.048 2.303 1.879
C 1.867 1.176 2.173
C 2.708 1.100 3.424
O 1.939 0.139 1.422
C 0.182 2.274 0.725
O 0.045 1.198 0.008
C -0.547 3.411 0.350
H -2.267 6.816 -0.468
H -2.715 5.095 -0.414
H -1.241 5.609 -1.281
H 0.322 5.507 2.837
H 1.612 3.572 3.543
H 2.902 2.069 3.866
H 3.652 0.613 3.190
H 2.184 0.480 4.151
H -1.164 3.325 -0.533
C 2.592 -0.675 -3.405
S 2.090 0.835 -2.529
C 0.498 1.102 -3.379
H 1.791 -1.403 -3.345
H 3.469 -1.066 -2.903
H 2.821 -0.428 -4.436
H 0.675 1.128 -4.451
H 0.110 2.057 -3.041
H -0.191 0.302 -3.116
N -4.641 -2.607 -2.430
C -3.463 -2.145 -1.931
C -3.403 -1.010 -1.107
C -2.185 -0.548 -0.676
N -1.013 -1.126 -1.003
C -1.067 -2.211 -1.795
C -2.238 -2.738 -2.276
H -5.503 -2.272 -2.034
H -4.656 -3.516 -2.860
H -4.309 -0.495 -0.826
H -2.121 0.325 -0.038
H -0.114 -2.658 -2.050
H -2.221 -3.595 -2.930

2S+1 ... 6
Maximum force ... 4.83 eV/A
Charge ... 0
Relative energy (zero: lowest compared OMol25 entry of this formula, charge and spin) ... 1.087 eV
<S²> ... 8.7556

List of Löwdin charges in e, atom by atom:
1 Mn 0.730
2 Br 0.764
3 C -0.716
4 C -0.095
5 C -0.038
6 C 0.009
7 C -0.142
8 N 0.066
9 C -0.568
10 O 0.060
11 O -0.199
12 H 0.097
13 H 0.108
14 H 0.121
15 C -0.086
16 O -0.071
17 C -0.264
18 C -0.019
19 C -0.017
20 C -0.092
21 C -0.312
22 C 0.008
23 O -0.079
24 C -0.293
25 O -0.221
26 C 0.054
27 H 0.093
28 H 0.095
29 H 0.098
30 H 0.113
31 H 0.103
32 H 0.062
33 H 0.092
34 H 0.096
35 H 0.111
36 C -0.389
37 S 0.781
38 C -0.378
39 H 0.025
40 H 0.036
41 H 0.031
42 H 0.033
43 H 0.026
44 H 0.016
45 N 0.121
46 C -0.317
47 C -0.010
48 C -0.142
49 N -0.009
50 C -0.115
51 C -0.010
52 H 0.101
53 H 0.101
54 H 0.109
55 H 0.100
56 H 0.112
57 H 0.109